Below is a structure of composition C35H38As2Cl2NRhSSi, with properties calculated with ωB97M-V/def2-TZVPD.

XYZ file:
```
81
Properties=species:S:1:pos:R:3:forces:R:3
Rh -0.27983 0.82456 -0.01897 0.15 0.11 -0.23
C -3.56839 -2.64162 2.85153 0.03 0.02 -0.01
Si -2.01560 -2.50760 3.87494 0.00 -0.03 0.05
C -2.37258 -2.64404 5.69549 0.02 0.02 -0.04
C -0.71946 -3.74414 3.33763 -0.02 0.02 -0.02
C -1.26870 -0.76881 3.58070 -0.02 -0.02 0.02
C -1.01999 0.13178 4.61722 0.00 -0.02 -0.04
C -0.44842 1.38066 4.38452 0.00 -0.02 -0.07
C -0.13660 1.73408 3.08978 -0.03 0.14 0.09
N -0.36815 0.89257 2.07636 0.05 0.17 0.01
C -0.90274 -0.31090 2.32191 0.00 -0.19 0.13
S -0.96825 -1.16366 0.78230 -0.07 -0.06 -0.18
H -4.06117 -3.59902 3.03183 0.02 -0.02 0.02
H -3.36472 -2.57630 1.78077 -0.02 0.01 0.00
H -4.27819 -1.85367 3.11062 0.00 0.01 0.00
H -2.80454 -3.62407 5.90721 -0.01 0.00 0.00
H -3.09353 -1.89411 6.02691 0.00 0.00 0.01
H -1.47054 -2.55180 6.30365 0.00 0.00 0.01
H -1.06331 -4.75947 3.54561 -0.02 0.00 -0.01
H 0.21852 -3.60337 3.87925 0.00 0.01 0.01
H -0.50907 -3.68376 2.26702 0.01 -0.01 0.01
H -1.27203 -0.14899 5.63254 0.00 0.02 0.01
H -0.24799 2.06905 5.19237 0.00 0.00 0.01
H 0.30406 2.69411 2.85316 -0.01 -0.02 0.01
C 2.52016 -0.59154 -1.69801 -0.15 0.05 -0.03
C 1.68699 -0.06656 -2.86257 0.07 -0.06 0.17
As -0.19853 0.09653 -2.35878 -0.13 0.08 0.10
C -0.92240 1.21135 -3.73432 0.00 0.12 0.03
C -0.82345 0.80524 -5.06376 -0.04 -0.02 0.04
C -1.31023 1.62827 -6.06580 -0.02 0.05 -0.02
C -1.88646 2.85164 -5.74449 0.01 -0.03 -0.02
C -1.97122 3.26137 -4.42208 0.00 0.01 0.01
C -1.48654 2.44195 -3.41340 0.11 -0.08 0.06
C -0.97969 -1.64166 -2.59251 -0.04 -0.01 -0.04
C -0.40868 -2.75563 -1.97816 0.00 0.00 -0.04
C -0.98421 -4.00564 -2.14420 0.01 0.00 0.01
C -2.13447 -4.14396 -2.90890 0.00 0.00 0.00
C -2.71244 -3.03321 -3.50575 -0.01 0.00 0.00
C -2.13893 -1.77944 -3.35079 0.00 0.02 0.05
As 2.00448 0.36699 -0.08294 -0.04 -0.18 0.06
C 3.00448 -0.33841 1.38616 0.08 0.10 0.03
C 2.44305 -1.14393 2.36905 0.00 -0.07 -0.07
C 3.25466 -1.64359 3.37702 -0.02 -0.02 0.02
C 4.60921 -1.34508 3.40055 0.01 0.01 -0.01
C 5.16800 -0.54689 2.41092 -0.02 -0.02 0.02
C 4.36669 -0.04015 1.40137 -0.03 0.12 -0.03
C 2.44434 2.19982 -0.44117 0.10 -0.01 0.00
C 3.46488 2.55341 -1.32063 0.00 -0.01 -0.02
C 3.68197 3.88892 -1.62062 -0.01 0.01 0.01
C 2.86831 4.87162 -1.06779 0.01 -0.02 0.00
C 1.84147 4.52330 -0.20405 -0.02 0.02 0.01
C 1.63369 3.18928 0.11924 -0.03 -0.02 -0.04
H 3.59169 -0.45422 -1.85144 0.00 0.02 0.02
H 2.35741 -1.65059 -1.50052 0.00 0.00 -0.01
H 1.76770 -0.69984 -3.74550 -0.01 -0.03 0.02
H 1.99519 0.94445 -3.13378 0.00 -0.02 -0.05
H -0.38753 -0.15333 -5.32044 0.00 0.00 0.00
H -1.24217 1.31576 -7.09896 0.00 0.00 0.00
H -2.26545 3.48966 -6.53122 0.00 0.00 0.00
H -2.41099 4.22063 -4.18304 0.00 0.01 0.01
H -1.52523 2.75986 -2.37559 0.03 -0.01 -0.10
H 0.47531 -2.66446 -1.35949 0.02 0.00 -0.02
H -0.53512 -4.87129 -1.67578 0.00 0.00 0.00
H -2.58127 -5.12045 -3.03804 0.00 0.00 0.00
H -3.61185 -3.14081 -4.09685 0.00 0.00 0.00
H -2.59570 -0.91766 -3.82015 0.00 0.00 -0.01
H 1.39638 -1.40878 2.34110 -0.06 0.01 0.01
H 2.82628 -2.27439 4.14467 0.00 0.00 0.00
H 5.23433 -1.73839 4.19072 0.00 0.00 0.00
H 6.22425 -0.31637 2.42749 0.00 0.00 -0.01
H 4.80352 0.59772 0.64102 0.02 0.01 0.01
H 4.09843 1.79889 -1.77141 0.00 0.00 0.00
H 4.48633 4.16492 -2.28893 0.00 0.00 0.00
H 3.04134 5.91155 -1.30878 0.00 0.00 0.00
H 1.21272 5.28802 0.23201 0.00 0.00 0.00
H 0.85747 2.93482 0.83594 0.04 0.02 -0.01
Cl -4.47946 1.41553 -1.50540 0.00 -0.02 -0.03
C -3.77558 2.84262 -0.79353 0.02 -0.12 -0.12
Cl -2.41737 2.41491 0.31788 0.10 -0.01 0.19
H -4.49785 3.36246 -0.17489 -0.01 -0.05 0.02
H -3.36670 3.48327 -1.56501 -0.03 0.01 0.01
```
Forces are in eV/Å.

Summary:
**Molar mass**: 856.5 g/mol
**Orbital gap**: 7.0 eV
**Multiplicity**: 1
**Total charge**: +2
**LUMO**: -6.8703 eV